94
Properties=species:S:1:pos:R:3:forces:R:3:mulliken_charge:R:1 method="wB97M-V/def2-TZVPD" charge=0 homo_ev="-6.0 / -6.0" multiplicity=3 lumo_ev="-2.13 / -2.11" fmax_ev_per_a=7.34
C 1.214971 1.017745 -1.855472 1.225 -0.428 -0.636 -0.59
C -0.767965 3.555800 1.843126 -0.237 0.093 0.011 0.88
H 2.057915 -2.885318 1.199418 -0.133 -0.091 -0.165 0.26
H -0.361751 5.550442 -0.925801 -0.059 -0.144 0.047 0.30
F 2.905055 1.233866 3.750522 -1.129 -1.092 -1.213 -0.31
H 4.202990 -2.204499 -0.376704 0.003 -0.179 -0.149 0.30
H -3.447434 -3.835786 -0.944674 0.063 0.073 0.120 0.53
H -0.145043 5.604987 1.454129 0.213 0.106 0.274 0.38
H -2.875691 1.991588 -1.250315 0.104 0.182 0.131 0.06
H 0.982903 -4.134883 3.214525 -0.407 -0.168 -0.256 0.29
H 0.487100 -4.213263 -2.840845 0.243 -0.058 0.064 0.34
H -1.035761 2.973192 3.935457 -0.010 0.365 -0.311 0.68
H 2.175836 -4.190314 -3.400077 -0.217 -0.071 0.180 0.39
H -1.217309 -1.381741 3.090423 -0.556 0.754 -0.003 -0.25
H 4.205220 2.121064 -0.770283 -0.001 0.150 -0.189 0.31
Cl -5.225789 0.165908 1.944272 0.124 -0.029 -0.102 -0.80
H -2.880155 -2.166624 -0.866821 0.117 -0.164 0.152 0.05
H -0.534676 -4.578136 3.999021 0.135 -0.240 -0.337 0.49
H 4.291656 2.115679 -2.549494 -0.007 0.145 0.187 0.35
C 2.047878 0.551074 2.926653 2.429 0.354 -1.864 -0.14
H -1.913167 -3.349720 2.329925 0.600 -0.677 -0.236 0.43
C -2.803496 3.035394 -0.928515 -0.194 -0.059 -0.143 -1.32
H 1.690340 -5.307853 -2.106208 -0.066 0.238 -0.133 0.38
H -0.785036 1.133053 -2.865960 0.337 -0.564 -0.012 0.41
H -0.940465 -3.575483 -1.370724 -0.112 -0.001 0.145 -0.61
C -2.804590 -3.146504 -0.384429 -0.183 0.039 -0.146 -1.34
C 0.902928 -0.056253 5.039438 0.075 -0.778 3.603 0.35
H -2.417493 0.975144 1.138411 0.050 -0.434 -0.410 0.51
C 1.971701 -0.127819 -1.461024 0.345 -0.068 -0.418 0.72
H -1.899798 5.473758 -0.035379 0.103 -0.133 -0.105 0.33
Si 2.024338 -3.001801 -1.262987 -0.600 0.229 0.370 -0.22
C -1.374531 -3.693047 -0.367237 0.298 0.340 0.100 1.54
H -1.030768 -2.381048 4.455478 -0.356 -0.919 -0.164 0.56
H 2.054053 3.072444 0.658772 -0.117 0.207 -0.230 0.38
H -0.362765 -5.625268 0.043530 -0.045 0.151 0.025 0.30
H 1.643065 4.866853 -2.988721 -0.056 -0.266 -0.095 0.38
C -1.860622 0.438208 4.665814 -2.590 -0.089 -0.171 0.24
C 0.710967 0.237069 3.585374 -4.749 -0.660 -4.135 0.38
F 1.989523 1.289882 1.745652 -0.394 -1.309 2.157 0.01
H -2.449461 -0.753424 1.283289 0.073 0.337 -0.447 0.52
P -0.276795 2.709750 0.236010 -0.122 0.089 -0.508 -0.12
F 2.609923 -0.653349 2.538317 -0.464 1.493 0.659 -0.26
C -1.361190 5.105967 -0.916366 -0.169 0.166 -0.189 -1.75
C -0.672131 -2.202245 3.446541 1.029 -0.027 0.595 -1.66
H 0.409955 -1.968972 3.592228 -0.779 -0.238 -0.330 0.52
H 0.493891 2.496795 3.218834 0.079 -0.008 -0.073 0.49
C 1.371480 -3.356881 0.477922 0.243 -0.373 -0.038 -0.85
F -2.692777 0.841887 3.694824 0.777 -0.195 1.309 -0.06
H -3.447730 3.626356 -1.590015 0.051 -0.059 0.128 0.52
H 4.298804 -2.513636 -2.127470 -0.013 -0.112 0.203 0.35
C 1.517547 3.800138 -3.228036 0.096 0.045 -0.216 -1.15
C -1.361471 -5.183444 -0.018196 -0.158 -0.186 -0.148 -1.72
F 0.006685 -0.757156 5.820660 1.225 1.083 -1.682 -0.22
C 3.885925 2.649649 -1.678936 0.016 -0.276 -0.087 -1.22
P -0.280418 -2.625219 0.721436 -0.187 -0.171 -0.758 0.46
H -2.826760 -0.007045 -0.288939 0.314 0.023 0.395 0.32
H -1.889936 -5.724985 -0.812946 0.035 0.068 0.131 0.48
H 0.482773 3.630278 -3.549390 0.236 0.086 0.039 0.35
H 4.314950 3.662413 -1.664771 -0.122 -0.263 0.023 0.37
H -0.781036 -1.619538 -2.630635 0.338 0.526 -0.124 0.41
H -1.884903 5.500894 -1.796809 0.039 -0.033 0.169 0.49
H -3.225045 3.086841 0.082293 0.028 0.007 -0.172 0.27
F -2.409130 -0.596675 5.297542 0.043 0.512 -0.036 -0.24
C -0.562790 2.654648 3.003633 -0.733 -0.576 0.062 -0.77
O -0.344219 0.099822 2.885299 6.698 1.714 2.470 2.02
F 1.108654 1.114776 5.691053 0.179 -0.852 -0.540 -0.25
H 3.027875 -0.101773 -1.174105 -0.564 0.022 0.369 0.42
Si 2.019023 2.742515 -1.774743 -0.604 -0.134 0.449 -0.19
H 2.183027 3.563957 -4.072636 -0.235 0.110 0.136 0.39
H 0.989721 4.631071 2.463072 -0.278 0.160 -0.232 0.32
Mo -0.069010 -0.039915 -0.305906 -2.121 0.422 1.256 -0.84
H -0.938141 3.289395 -1.969149 -0.119 0.039 0.124 -0.60
C -1.375656 3.578746 -1.002368 0.312 -0.285 0.159 1.73
C 1.218486 -1.326285 -1.655007 1.252 0.284 -0.795 -0.63
C -0.066802 4.835221 2.226039 0.006 0.804 -0.422 -1.90
H -1.861802 3.657289 1.764201 0.236 0.356 -0.166 0.53
H 1.372567 -4.438125 0.670457 0.022 0.194 0.120 0.89
H -0.135863 -5.295954 2.396706 0.287 -0.161 0.343 0.40
C -0.807811 -3.247298 2.401925 -0.868 0.461 0.629 1.04
H -0.533942 5.194399 3.155839 0.126 0.072 -0.328 0.49
F 2.022671 -0.827444 5.072657 -0.250 0.570 0.285 -0.26
H 1.366260 4.505346 -0.118689 -0.022 -0.147 0.085 1.01
C 1.368695 3.408667 -0.128775 0.219 0.280 -0.186 -1.01
C -0.072377 -4.399155 3.017220 0.109 -1.290 -0.377 -1.82
C 0.016984 0.488849 -2.485351 -0.506 1.038 0.690 -0.03
H -3.230362 -3.037791 0.620707 0.041 -0.039 -0.188 0.27
C 0.021165 -0.919440 -2.369631 -0.431 -0.933 0.877 -0.01
C 3.890568 -2.887300 -1.178215 0.011 0.243 -0.134 -1.20
H -1.047667 1.750004 2.674538 0.154 0.025 0.549 -1.12
H -1.895542 -5.395331 0.915356 0.109 0.127 -0.134 0.34
C 1.530788 -4.298404 -2.514159 0.089 -0.101 -0.159 -1.10
C -2.149459 0.053089 0.588653 0.536 0.017 0.298 -1.51
H 4.323362 -3.879391 -0.983351 -0.118 0.260 -0.021 0.38
F -1.551390 1.409824 5.521172 -0.392 0.022 0.000 -0.19



82
Properties=species:S:1:pos:R:3:forces:R:3:mulliken_charge:R:1 method="wB97M-V/def2-TZVPD" charge=+1 homo_ev="-9.3 / -8.2" relative_energy_ev=8.899 multiplicity=1 lumo_ev="-4.76 / -5.60" fmax_ev_per_a=5.35
C -0.788183 2.999257 1.467359 0.247 -0.305 -1.453 -0.26
H 0.513840 3.710726 4.500545 -0.381 -0.038 0.025 0.31
C -1.125940 -0.493637 -6.671368 0.166 0.146 -0.826 -1.14
H 2.227747 0.538317 2.953646 -0.288 0.072 0.157 0.39
H 3.069405 -1.153494 -3.575808 -0.030 0.292 0.118 0.38
C -1.458421 1.767684 -5.566021 -1.712 -0.699 -1.411 -0.05
H 3.215725 -0.455383 1.355438 0.165 -0.091 -0.036 0.42
C -0.791521 -0.770088 1.907668 0.325 -0.287 -0.762 0.51
H -0.693574 2.097831 -7.536023 0.115 0.195 0.351 0.33
H -3.608581 4.607514 2.024824 0.049 -0.107 0.258 0.32
C 2.307952 2.592906 -2.600621 1.186 0.861 -0.272 -1.09
H -1.664658 -0.052520 3.704535 -0.193 0.073 -0.180 0.30
C 0.834187 2.707873 -6.054804 -0.286 -0.105 -0.275 -1.04
C 1.402531 1.520804 -5.297339 1.336 -1.994 -1.011 -0.35
H -2.344725 -3.463564 1.194513 -0.055 0.102 -0.130 0.29
H 0.424913 5.896085 2.317022 0.052 0.024 -0.050 0.30
H -2.740796 0.068819 -5.391975 0.573 0.242 0.667 0.81
Si -1.282678 4.232376 2.813007 -0.392 -0.828 0.934 0.04
H -4.495069 0.529855 -2.854275 -0.250 0.441 -0.166 0.42
H -1.072474 6.279481 1.490653 0.004 0.025 -0.136 0.32
C 0.585043 -0.480509 2.027815 0.535 -0.414 -0.851 0.56
C 1.094600 0.178297 -5.616611 1.383 1.252 0.204 -0.04
H 3.386228 2.622038 -2.363874 -0.375 0.497 -0.022 0.41
C -0.931634 -1.868303 0.988569 1.103 0.698 -0.292 0.30
H 0.954890 -4.273571 0.183468 -0.038 0.191 -0.111 0.34
H -3.586196 3.227187 3.144206 0.268 0.341 -0.073 0.31
H -1.871173 1.001407 2.279964 -0.158 -0.166 0.250 -0.09
H -0.909315 2.681224 4.820401 0.103 0.424 -0.270 0.27
H 2.430350 1.807248 -4.967784 -0.349 -0.475 -0.404 0.97
C -3.663687 1.174760 -3.158369 -0.993 -0.721 -0.324 -1.36
C -0.629195 2.533361 -6.528768 0.862 0.323 0.089 -1.22
H 3.248604 -2.194707 1.678848 -0.060 0.118 -0.155 0.27
H -3.736247 1.458917 -4.208797 -0.191 -0.021 0.158 0.43
H -1.601827 -0.339468 -7.646136 0.175 -0.184 -0.180 0.46
C 1.130832 0.575516 2.916670 0.027 0.416 0.224 -1.02
C -1.846123 -1.463620 -3.496287 -0.464 0.532 -0.104 -0.79
H 0.572725 0.452339 -7.636680 0.063 0.102 -0.049 0.37
H -1.058702 3.539834 -6.567826 0.010 -0.174 -0.282 0.50
C 0.374127 -2.236569 0.559801 -1.116 1.003 -0.222 0.72
H -2.846446 -0.493540 2.435370 0.068 0.141 0.154 0.41
C -2.206999 -2.530056 0.631942 -0.269 -0.257 0.281 -1.58
C -1.869690 -0.041033 2.623981 0.059 -0.128 0.085 -0.98
H -2.234544 -2.774718 -0.425638 -0.202 -0.136 -0.218 0.31
H -0.716725 2.280146 -3.090152 -0.312 -0.708 -0.345 0.88
H -1.918192 2.422431 -4.816796 -0.332 -0.650 -0.557 0.58
H 3.741448 0.263053 -4.434288 0.833 -0.492 0.188 0.53
H 1.475509 -0.652043 -4.984368 -0.111 0.723 -0.498 0.08
C -1.780336 0.470357 -5.733710 -1.464 0.833 -1.198 -0.61
C 0.406693 -0.263037 -6.838103 -0.893 -0.038 -0.321 -1.15
C -0.825602 1.189600 -3.259203 0.420 0.102 0.664 -0.26
H 0.813625 1.557726 2.521141 0.264 -0.316 0.490 -0.07
H -0.928401 4.399586 5.286422 0.118 -0.257 -0.418 0.32
H -1.319796 -1.558521 -6.444103 -0.020 0.609 0.257 0.33
P 1.959719 0.918174 -3.164192 -2.259 -0.104 2.120 0.66
H -3.510773 4.889133 3.777844 0.247 -0.212 -0.286 0.30
H 4.063177 0.001626 -2.654236 0.456 0.055 -0.010 0.48
H 1.466506 2.895576 -6.937174 0.050 -0.114 0.276 0.36
H 1.565135 -3.106382 -0.971976 0.128 -0.059 -0.142 0.25
C -3.164880 4.231410 2.960606 -0.208 -0.022 -0.230 -1.00
H -1.183661 -1.410636 -4.377322 -0.408 -0.106 0.473 0.13
La 0.085648 0.413572 -1.115539 -0.095 -1.767 5.054 0.89
P -2.196928 0.233917 -2.776164 0.812 -0.061 1.323 0.52
H -3.646107 2.057864 -2.518331 0.041 -0.097 0.026 0.38
H -0.137544 -3.585158 -1.001547 -0.041 -0.077 -0.097 0.38
H -2.840566 -1.852969 -3.779828 0.557 -0.222 0.017 0.42
C 0.701292 -3.341377 -0.348961 0.225 -0.991 -0.265 -1.48
H 0.910186 3.626403 -5.466842 0.083 -0.173 0.222 0.32
H -0.252712 0.690936 -3.999061 -0.071 0.506 -0.256 -0.71
C -0.590597 3.692259 4.503082 0.155 -0.057 -0.042 -0.92
H 0.855691 -1.200231 -7.158329 0.106 -0.110 0.000 0.47
H -0.856093 6.739178 3.162924 -0.173 -0.425 0.146 0.33
H -1.396711 -2.123746 -2.724768 -0.392 0.418 -0.324 0.07
C 3.361654 -0.103494 -3.471223 0.905 0.370 -1.251 -1.30
C 1.320235 -1.363700 1.175606 -1.170 0.955 0.898 -0.03
H 1.746507 2.961376 -1.717107 0.090 -0.484 -0.364 0.39
C -0.517275 2.249184 0.502496 -0.247 1.544 1.153 -0.14
H -3.047813 -1.874669 0.869846 -0.017 -0.153 -0.165 0.40
C -0.659585 5.939594 2.440661 0.349 0.307 -0.461 -1.02
H 0.726747 0.463179 3.941824 0.306 0.127 -0.398 0.31
H 3.075281 -1.608893 0.022686 0.306 -0.112 -0.213 0.30
C 2.790128 -1.413835 1.053775 0.359 -0.009 0.144 -1.42
H 2.082618 3.274039 -3.451434 0.335 -0.114 0.696 0.27